1.
This record from OMol25 describes C24H16CoN4O8S2 as an isolated structure. The level of theory is the ωB97M-V functional and the def2-TZVPD basis.

Results
* relative energy (zero: lowest compared OMol25 entry of this formula, charge and spin): 0.0 kcal/mol
* energy: -106788.9770 eV
* E_LUMO (spin up / spin down): 2.685 / 1.052 eV
* HOMO-LUMO gap (spin up / spin down): 7.49 / 6.66 eV
* ⟨S²⟩: 6.037
* max |F|: 0.50 eV/A

ORCA input file:
```
! RIJCOSX wB97M-V def2-TZVPD def2/J DEFGRID3
* xyz -1 5
Co -0.339 0.011 -0.317
O 3.545 0.808 -1.677
C 2.408 0.412 -1.437
N 1.820 0.205 -0.233
C 2.646 0.043 0.844
C 3.850 -0.694 0.704
C 4.750 -0.846 1.718
C 4.522 -0.233 2.976
C 3.378 0.464 3.170
C 2.361 0.616 2.150
N 1.290 1.257 2.560
C 0.221 2.030 2.302
O -0.620 2.301 3.141
C 0.137 2.849 1.032
C 0.261 4.230 1.139
C 0.049 5.013 0.023
C -0.304 4.396 -1.168
C -0.404 3.020 -1.188
N -0.171 2.251 -0.119
C 1.514 0.092 -2.614
C 2.077 -0.307 -3.813
C 1.235 -0.692 -4.839
C -0.137 -0.647 -4.641
C -0.617 -0.220 -3.418
N 0.198 0.151 -2.425
H 4.041 -1.158 -0.253
H 5.640 -1.443 1.557
H 5.243 -0.335 3.777
H 3.151 0.916 4.126
H 0.500 4.661 2.103
H 0.140 6.091 0.082
H -0.502 4.966 -2.066
H -0.675 2.493 -2.094
H 3.154 -0.315 -3.905
H 1.643 -1.039 -5.781
H -0.831 -0.951 -5.413
H -1.676 -0.178 -3.197
O -1.890 0.395 1.162
S -3.006 0.040 0.276
O -4.228 0.775 0.460
O -2.496 0.049 -1.107
C -3.367 -1.649 0.777
C -4.682 -1.885 1.160
C -5.050 -3.096 1.725
C -4.100 -4.080 1.927
C -2.786 -3.868 1.538
C -2.401 -2.665 0.956
S -0.680 -2.599 0.416
O 0.020 -1.588 1.221
O -0.191 -3.944 0.562
O -0.752 -2.104 -0.969
H -5.398 -1.085 1.027
H -6.079 -3.259 2.021
H -4.379 -5.022 2.385
H -2.033 -4.635 1.656
*
```


2.
This record from OMol25 describes C24H16F10N3O3Os as an isolated structure in a non-equilibrium geometry. The level of theory is the ωB97M-V functional and the def2-TZVPD basis.

Results
* relative energy (zero: lowest compared OMol25 entry of this formula, charge and spin): 0.0 kcal/mol
* energy: -65391.1089 eV
* E_LUMO (spin up / spin down): -4.198 / -6.957 eV
* HOMO-LUMO gap (spin up / spin down): 6.19 / 4.05 eV
* ⟨S²⟩: 6.056
* max |F|: 4.65 eV/A

ORCA input file:
```
! RIJCOSX wB97M-V def2-TZVPD def2/J DEFGRID3
* xyz 1 5
Os -16.016 -4.104 -1.949
C -17.017 -5.021 -4.603
N -16.866 -3.757 -3.819
C -15.873 -2.851 -4.497
C -14.453 -3.370 -4.315
N -14.422 -4.156 -3.060
C -13.254 -4.782 -2.687
C -11.946 -4.257 -2.960
F -11.850 -3.066 -3.620
C -10.769 -4.889 -2.569
F -9.538 -4.461 -2.911
C -10.819 -6.070 -1.834
F -9.704 -6.718 -1.452
C -12.064 -6.611 -1.506
F -12.150 -7.790 -0.851
C -13.236 -6.007 -1.932
F -14.373 -6.693 -1.732
C -18.211 -3.059 -3.674
C -18.888 -3.488 -2.383
N -17.804 -3.577 -1.378
C -18.115 -3.233 -0.078
C -17.369 -2.288 0.649
F -16.376 -1.598 0.052
C -17.605 -2.066 1.992
F -16.727 -1.329 2.715
C -18.694 -2.647 2.632
F -18.860 -2.459 3.950
C -19.513 -3.509 1.936
F -20.559 -4.047 2.560
C -19.227 -3.789 0.598
F -20.012 -4.660 -0.039
H -17.459 -4.826 -5.580
H -17.636 -5.720 -4.060
H -16.017 -5.454 -4.751
H -15.973 -1.859 -3.995
H -16.136 -2.725 -5.544
H -13.811 -2.489 -4.225
H -14.109 -3.959 -5.170
H -18.875 -3.255 -4.511
H -18.040 -1.996 -3.641
H -19.448 -4.445 -2.410
H -19.608 -2.691 -2.111
O -16.081 -6.330 3.270
C -16.598 -6.847 2.238
C -17.392 -7.993 2.355
C -18.052 -8.515 1.246
C -17.904 -7.939 -0.019
C -17.081 -6.838 -0.217
C -16.415 -6.261 0.887
C -15.599 -5.085 0.890
O -15.183 -4.572 1.999
O -15.195 -4.484 -0.235
H -15.520 -5.312 2.780
H -17.467 -8.457 3.357
H -18.646 -9.422 1.370
H -18.423 -8.390 -0.888
H -17.027 -6.476 -1.232
*
```


3.
This record from OMol25 describes C24H17ClN4O2Pt as an isolated structure. The level of theory is the ωB97M-V functional and the def2-TZVPD basis.

Results
* energy: -50969.9079 eV
* E_LUMO (spin up / spin down): -6.760 / -10.377 eV
* HOMO-LUMO gap (spin up / spin down): 5.88 / 3.89 eV
* ⟨S²⟩: 6.062
* max |F|: 0.70 eV/A

ORCA input file:
```
! RIJCOSX wB97M-V def2-TZVPD def2/J DEFGRID3
* xyz 2 5
Pt -0.005 0.812 -0.847
C -2.340 -3.968 0.774
C -2.944 -2.896 0.127
C -2.174 -1.971 -0.553
C -0.791 -2.131 -0.610
C -0.179 -3.194 0.055
C -0.958 -4.108 0.745
N -0.028 -1.175 -1.320
C 0.879 -1.500 -2.273
C 1.089 -2.804 -2.789
C 1.992 -2.993 -3.802
C 2.694 -1.905 -4.344
C 2.491 -0.606 -3.881
C 1.600 -0.404 -2.854
N 1.302 0.836 -2.301
N 1.706 1.965 -2.828
C 1.146 3.026 -2.220
C 1.471 4.339 -2.590
C 0.836 5.386 -1.970
C -0.129 5.134 -0.988
C -0.413 3.832 -0.651
N 0.203 2.801 -1.244
H -2.946 -4.694 1.299
H -4.020 -2.789 0.148
H -2.635 -1.132 -1.062
H 0.900 -3.284 0.042
H -0.485 -4.937 1.255
H 0.514 -3.632 -2.404
H 2.148 -3.985 -4.201
H 3.396 -2.072 -5.150
H 3.015 0.237 -4.307
H 2.214 4.482 -3.361
H 1.075 6.404 -2.244
H -0.654 5.940 -0.498
H -1.153 3.588 0.098
Cl -1.029 -0.119 7.494
C -0.852 0.195 5.871
C -1.258 -0.790 4.923
C -1.105 -0.525 3.595
C -0.533 0.704 3.189
C -0.136 1.683 4.128
C -0.297 1.442 5.459
C -0.321 0.947 1.728
O 0.695 1.560 1.341
O -1.173 0.485 0.911
H -1.681 -1.723 5.269
H -1.421 -1.241 2.847
H 0.303 2.611 3.787
H -0.006 2.170 6.204
*
```


4.
This record from OMol25 describes a 5-piece molecular cluster, C24H17ClNO8 overall in a non-equilibrium geometry. The level of theory is the ωB97M-V functional and the def2-TZVPD basis.

Results
* energy: -55550.2847 eV
* E_LUMO: 0.065 eV
* HOMO-LUMO gap: 2.05 eV
* max |F|: 1.56 eV/A

ORCA input file:
```
! RIJCOSX wB97M-V def2-TZVPD def2/J DEFGRID3
* xyz -1 1
N 1.914 1.782 2.426
Cl 0.289 2.410 2.426
H 2.545 2.627 2.426
C -2.777 3.472 -2.533
C -3.430 2.377 -2.933
C -3.312 1.103 -2.197
O -3.908 0.100 -2.563
C -2.444 1.086 -1.002
C -1.791 2.182 -0.603
C -1.910 3.456 -1.339
O -1.313 4.459 -0.972
H -2.853 4.415 -3.062
H -4.071 2.374 -3.807
H -2.369 0.144 -0.474
H -1.150 2.185 0.271
C -1.580 -3.736 -6.240
C -0.764 -3.068 -5.419
C -1.295 -2.203 -4.347
O -0.548 -1.589 -3.597
C -2.762 -2.106 -4.217
C -3.578 -2.774 -5.037
C -3.047 -3.639 -6.109
O -3.794 -4.253 -6.859
H -1.207 -4.374 -7.031
H 0.315 -3.129 -5.502
H -3.135 -1.468 -3.425
H -4.657 -2.713 -4.955
C 0.357 -4.935 0.492
C 0.776 -4.176 1.510
C 0.993 -2.726 1.345
O 1.378 -2.031 2.275
C 0.729 -2.146 0.013
C 0.310 -2.904 -1.005
C 0.093 -4.355 -0.840
O -0.292 -5.050 -1.770
H 0.193 -6.001 0.596
H 0.973 -4.586 2.493
H 0.893 -1.080 -0.091
H 0.113 -2.494 -1.988
C 4.448 2.417 6.625
C 4.373 2.584 5.302
C 3.762 3.793 4.716
O 3.692 3.947 3.504
C 3.238 4.810 5.649
C 3.312 4.643 6.973
C 3.924 3.434 7.559
O 3.994 3.281 8.770
H 4.893 1.536 7.072
H 4.754 1.848 4.604
H 2.793 5.692 5.203
H 2.932 5.379 7.670
*
```